No. 1
Here is 14 unconnected molecules or ions with the total composition C68H68ClFN13O3Si from the OMol25 dataset. Energies are from ωB97M-V/def2-TZVPD.

Calculated values
frontier orbital gap	0.2373	Eh
multiplicity	1
LUMO energy	1.757	eV
total charge	-1

Each line ends with the Mulliken charge.
CARTESIAN COORDINATES (ANGSTROEM)
O  -2.425  -0.193  2.054  -0.4079
C  -1.731  -0.226  1.088  0.2033
F  -2.167  -0.904  -0.007  -0.2632
C  -0.402  0.379  0.937  -0.1614
Si  -0.408  2.234  0.530  0.4760
Cl  -1.401  2.589  -1.258  -0.3278
C  1.431  2.740  0.447  0.7275
O  2.073  2.180  -0.467  -0.7150
O  1.830  3.545  1.318  -0.7714
H  0.170  -0.093  0.140  0.4537
H  0.095  0.296  1.900  -0.0448
H  -1.114  2.988  1.580  -0.1548
N  0.617  5.651  -2.559  -0.2673
C  1.659  5.329  -1.791  0.1667
C  2.873  6.002  -1.834  -0.4721
C  3.015  7.061  -2.713  -0.4495
C  1.938  7.408  -3.517  -0.3361
C  0.769  6.672  -3.400  -0.3449
H  1.519  4.497  -1.117  -0.0485
H  3.682  5.688  -1.190  0.5366
H  3.948  7.607  -2.773  0.3864
H  2.003  8.228  -4.221  0.3573
H  -0.095  6.911  -4.013  0.3387
N  -3.444  0.316  -3.913  -0.3863
C  -3.788  -0.397  -2.842  -0.0893
C  -4.687  -1.455  -2.886  -0.3808
C  -5.258  -1.788  -4.103  -0.4690
C  -4.909  -1.054  -5.226  -0.2696
C  -4.001  -0.017  -5.075  -0.3113
H  -3.325  -0.104  -1.910  0.3323
H  -4.928  -2.002  -1.984  0.4368
H  -5.960  -2.609  -4.179  0.3632
H  -5.327  -1.285  -6.197  0.4215
H  -3.698  0.579  -5.929  0.3517
N  -2.305  0.815  6.080  -0.4444
C  -1.721  0.177  5.062  -0.1284
C  -0.400  -0.247  5.088  -0.6264
C  0.359  0.009  6.217  -0.4166
C  -0.234  0.675  7.277  -0.3182
C  -1.562  1.052  7.158  -0.2703
H  -2.337  0.004  4.190  0.7858
H  0.022  -0.762  4.235  0.3471
H  1.395  -0.299  6.267  0.4119
H  0.322  0.902  8.178  0.3639
H  -2.061  1.575  7.968  0.3549
N  -2.850  5.101  1.052  -0.2426
C  -3.229  5.641  -0.102  -0.1933
C  -4.514  6.111  -0.343  -0.5709
C  -5.457  6.001  0.665  -0.3043
C  -5.078  5.425  1.866  -0.3214
C  -3.766  4.997  2.010  -0.3537
H  -2.468  5.688  -0.874  0.3884
H  -4.767  6.538  -1.304  0.3636
H  -6.474  6.341  0.516  0.3946
H  -5.788  5.304  2.673  0.4406
H  -3.431  4.537  2.934  0.3967
N  -7.227  -3.271  3.198  -0.6060
C  -6.565  -3.807  4.222  -0.3543
C  -5.376  -3.296  4.722  -0.4265
C  -4.840  -2.165  4.126  -0.0929
C  -5.514  -1.597  3.058  -0.3195
C  -6.698  -2.184  2.637  -0.5743
H  -7.011  -4.692  4.663  0.4277
H  -4.886  -3.775  5.560  0.4514
H  -3.915  -1.732  4.486  0.3772
H  -5.127  -0.716  2.563  0.6482
H  -7.255  -1.763  1.807  0.4670
N  6.539  6.341  1.748  -0.6136
C  5.336  5.819  1.501  -0.4590
C  4.887  4.612  2.018  -0.3290
C  5.747  3.907  2.845  -0.4595
C  7.003  4.429  3.115  0.0209
C  7.353  5.645  2.546  -0.4539
H  4.695  6.410  0.856  0.5288
H  3.894  4.234  1.789  0.6927
H  5.441  2.959  3.271  0.4089
H  7.702  3.904  3.754  0.2707
H  8.324  6.085  2.739  0.5070
N  9.835  6.815  4.391  -0.2774
C  10.820  6.077  4.895  -0.1349
C  11.681  6.521  5.888  -0.6157
C  11.510  7.804  6.382  -0.1249
C  10.488  8.584  5.867  -0.6526
C  9.680  8.043  4.877  -0.0974
H  10.921  5.080  4.480  0.3887
H  12.465  5.875  6.261  0.3555
H  12.161  8.188  7.157  0.3584
H  10.316  9.590  6.223  0.3557
H  8.865  8.618  4.449  0.3935
N  -8.021  3.476  2.602  -0.2968
C  -9.233  2.963  2.410  -0.2386
C  -9.658  1.765  2.965  -0.4817
C  -8.773  1.059  3.765  -0.2253
C  -7.507  1.582  3.977  -0.7289
C  -7.183  2.786  3.373  0.1465
H  -9.895  3.542  1.775  0.3373
H  -10.655  1.395  2.771  0.3548
H  -9.062  0.117  4.212  0.4157
H  -6.784  1.061  4.590  0.4609
H  -6.200  3.224  3.511  0.2442
N  -3.870  -4.279  -7.233  -0.4929
C  -3.323  -4.950  -8.246  -0.4503
C  -2.001  -5.371  -8.272  -0.1638
C  -1.200  -5.075  -7.182  -0.1670
C  -1.749  -4.376  -6.120  -0.6513
C  -3.084  -4.003  -6.194  0.0735
H  -3.984  -5.159  -9.081  0.3490
H  -1.604  -5.912  -9.116  0.4645
H  -0.163  -5.388  -7.167  0.4029
H  -1.159  -4.119  -5.250  0.3715
H  -3.550  -3.457  -5.384  0.2853
N  0.395  -7.349  -9.350  -0.2180
C  1.721  -7.243  -9.434  -0.2480
C  2.550  -8.289  -9.811  -0.5754
C  1.973  -9.512  -10.112  -0.2630
C  0.596  -9.638  -10.025  -0.6307
C  -0.144  -8.530  -9.642  -0.0801
H  2.139  -6.274  -9.188  0.4710
H  3.620  -8.141  -9.863  0.3997
H  2.587  -10.353  -10.408  0.3639
H  0.103  -10.575  -10.248  0.3652
H  -1.225  -8.588  -9.563  0.3736
N  -6.800  -6.764  6.588  -0.5474
C  -6.265  -7.430  5.567  -0.1776
C  -4.946  -7.858  5.534  -0.3066
C  -4.135  -7.576  6.620  -0.2628
C  -4.675  -6.882  7.691  -0.3309
C  -6.008  -6.503  7.625  -0.2184
H  -6.930  -7.623  4.732  0.3693
H  -4.567  -8.394  4.675  0.3722
H  -3.099  -7.889  6.631  0.3795
H  -4.079  -6.637  8.559  0.3657
H  -6.467  -5.958  8.443  0.3603
N  4.222  -4.707  -9.767  -0.4637
C  3.386  -3.958  -10.482  -0.0676
C  3.724  -3.371  -11.692  -0.5153
C  5.002  -3.571  -12.187  -0.1457
C  5.885  -4.347  -11.453  -0.4072
C  5.447  -4.890  -10.255  -0.2105
H  2.395  -3.821  -10.061  0.4038
H  3.002  -2.772  -12.229  0.3491
H  5.306  -3.129  -13.127  0.3639
H  6.894  -4.527  -11.799  0.3459
H  6.108  -5.501  -9.651  0.3736
N  7.132  0.807  4.254  -0.3479
C  7.049  -0.517  4.168  -0.2055
C  6.971  -1.357  5.270  -0.4861
C  6.983  -0.788  6.533  -0.1339
C  7.069  0.591  6.640  -0.7977
C  7.138  1.339  5.474  0.2636
H  7.043  -0.923  3.162  0.3615
H  6.902  -2.428  5.137  0.3532
H  6.924  -1.408  7.419  0.3887
H  7.079  1.079  7.605  0.3519
H  7.200  2.421  5.516  0.2560

Cartesian forces (eV/Å) of the 3 atoms listed first:
O -0.376 -0.143 -0.165
C 0.197 0.016 0.352
F 0.029 0.110 -0.056



No. 2
Here is a molecular structure, C68H88Br2N6O6SSi2Sr at a distorted geometry from the OMol25 dataset. Energies are from ωB97M-V/def2-TZVPD.

Calculated values
energy relative to the best compared isomer or geometry (same formula, charge and spin)	0.245	eV
frontier orbital gap (spin up / spin down)	0.2370 / 0.1841	Eh
multiplicity	1
LUMO energy (spin up / spin down)	3.444 / 3.445	eV
total charge	-2

Each line ends with the Mulliken charge.
CARTESIAN COORDINATES (ANGSTROEM)
Sr  0.275  1.659  -1.147  2.3202
C  4.557  1.571  3.081  -1.8172
C  3.800  0.418  2.407  3.2254
C  4.757  -0.383  1.519  -0.8587
C  3.127  -0.463  3.445  0.3072
C  3.938  -1.148  4.338  -0.6231
C  3.413  -1.957  5.327  -1.4157
C  2.039  -2.094  5.416  -0.8827
C  1.176  -1.463  4.531  0.2464
C  -0.312  -1.694  4.767  0.7180
C  -1.183  -1.846  3.519  -1.1731
C  -0.855  -0.585  5.678  -1.4819
C  1.715  -0.617  3.526  -0.0897
N  0.882  -0.120  2.548  0.8138
C  0.591  1.041  2.132  -0.0994
C  0.872  2.332  2.730  1.5653
C  1.218  2.390  4.087  -0.7323
C  1.548  3.566  4.721  -0.9483
C  1.594  4.734  3.952  -1.2054
C  1.238  4.721  2.628  -0.5294
C  0.794  3.538  1.956  -1.4075
N  0.387  3.574  0.672  2.0776
C  0.001  4.830  0.154  -1.0584
C  -1.165  5.490  0.623  0.9225
C  -1.576  6.665  0.006  -0.4267
C  -0.867  7.226  -1.041  -1.6244
C  0.304  6.620  -1.457  0.1287
C  0.756  5.448  -0.867  0.5854
C  2.122  4.909  -1.237  2.6927
C  2.368  4.784  -2.742  -1.7970
C  3.208  5.789  -0.608  -1.7568
C  -1.978  4.995  1.810  1.0811
C  -3.439  4.734  1.446  -2.2569
C  -1.929  6.008  2.963  -1.8334
H  4.990  2.228  2.322  0.3597
H  5.365  1.189  3.709  0.4006
H  3.888  2.164  3.702  0.2803
H  3.040  0.854  1.762  -1.7353
H  5.438  -0.993  2.115  0.5414
H  5.354  0.291  0.903  0.2621
H  4.195  -1.044  0.858  -0.5965
H  5.014  -1.044  4.255  0.3514
H  4.065  -2.488  6.011  0.3568
H  1.614  -2.725  6.189  0.4325
H  -0.384  -2.637  5.319  0.7170
H  -1.476  -0.884  3.105  -0.0704
H  -2.091  -2.402  3.767  0.6638
H  -0.672  -2.394  2.733  -0.3295
H  -0.764  0.388  5.188  0.1235
H  -0.300  -0.548  6.618  0.3535
H  -1.909  -0.760  5.909  0.4774
H  0.010  1.055  1.201  -0.1181
H  1.209  1.468  4.656  0.4722
H  1.787  3.584  5.776  0.3936
H  1.918  5.665  4.406  0.3599
H  1.285  5.632  2.046  0.9882
H  -2.477  7.161  0.351  0.2618
H  -1.209  8.144  -1.505  0.3634
H  0.881  7.068  -2.257  0.3637
H  2.197  3.918  -0.799  -1.6000
H  2.366  5.762  -3.229  0.4376
H  1.603  4.166  -3.209  0.1512
H  3.343  4.321  -2.917  0.3473
H  3.159  6.801  -1.017  0.3528
H  4.200  5.381  -0.826  0.4787
H  3.087  5.849  0.476  0.3000
H  -1.554  4.055  2.156  -0.0679
H  -3.949  5.660  1.171  0.3106
H  -3.967  4.298  2.298  0.4829
H  -3.507  4.040  0.614  0.9460
H  -2.373  6.956  2.649  0.3270
H  -0.906  6.193  3.281  0.3333
H  -2.494  5.632  3.819  0.4543
O  5.516  -0.140  -6.961  -0.7964
N  4.307  -0.294  -6.654  0.9957
O  3.500  -0.825  -7.462  -0.7917
C  3.880  0.146  -5.404  -0.8938
C  4.826  0.794  -4.600  -0.8124
C  4.518  1.253  -3.320  1.3468
C  5.478  1.868  -2.473  -1.0545
C  5.119  2.249  -1.210  -1.5744
C  3.798  2.059  -0.786  -1.0102
N  2.866  1.532  -1.568  1.7871
C  3.204  1.114  -2.797  -0.4955
C  2.200  0.464  -3.618  -1.4987
N  0.969  0.345  -3.092  1.3736
C  0.038  -0.326  -3.748  -1.3141
C  0.279  -0.906  -4.984  -0.9790
C  1.522  -0.763  -5.565  -0.8089
C  2.538  -0.053  -4.895  1.6615
H  5.823  0.929  -4.989  0.5647
H  6.484  2.017  -2.846  0.4598
H  5.841  2.694  -0.537  0.5517
H  3.480  2.357  0.208  0.3093
H  -0.930  -0.407  -3.261  0.6314
H  -0.492  -1.478  -5.480  0.4619
H  1.736  -1.195  -6.527  0.5644
Br  -1.174  5.430  -4.532  -0.2074
C  -2.314  4.537  -3.304  -0.1144
C  -3.637  4.958  -3.212  -0.5139
C  -4.495  4.319  -2.357  -0.0962
Br  -6.309  4.907  -2.278  -0.2874
C  -4.069  3.237  -1.564  0.9854
C  -4.881  2.528  -0.651  -0.9411
C  -4.366  1.475  0.051  -1.0860
C  -3.021  1.115  -0.140  -0.8255
N  -2.229  1.782  -0.951  1.5891
C  -2.713  2.824  -1.666  -0.4039
C  -1.773  3.474  -2.563  -0.3931
O  -0.569  3.070  -2.666  -0.5840
H  -3.976  5.781  -3.824  0.4377
H  -5.906  2.840  -0.502  0.3289
H  -4.975  0.924  0.753  0.5941
H  -2.588  0.245  0.347  0.2018
C  5.078  -3.091  -0.411  -1.0927
Si  3.207  -3.217  -0.769  -0.0831
C  3.033  -3.619  -2.613  -0.6749
C  2.646  -4.737  0.201  -0.5354
C  2.224  -1.752  -0.282  -1.4229
H  5.610  -3.960  -0.806  0.4022
H  5.247  -3.055  0.667  0.2279
H  5.523  -2.195  -0.850  0.2680
H  3.583  -4.524  -2.876  0.3624
H  3.406  -2.805  -3.241  0.2150
H  1.981  -3.772  -2.865  0.0425
H  3.178  -5.641  -0.105  0.4383
H  1.580  -4.889  0.038  -0.5183
H  2.800  -4.603  1.275  0.4049
H  2.060  -0.938  -0.974  1.2012
H  1.716  -1.659  0.672  0.7059
C  -5.855  -4.168  0.357  -1.7832
C  -4.864  -3.257  1.095  1.9821
C  -5.148  -3.311  2.598  -1.8787
C  -5.004  -1.819  0.591  -1.3273
O  -3.539  -3.729  0.920  0.8906
Si  -2.506  -3.632  -0.379  -2.7827
S  -1.348  -1.944  -0.386  0.6019
O  -1.701  -5.080  -0.371  0.6082
C  -1.597  -6.107  0.603  1.8771
C  -0.614  -7.137  0.041  -1.6922
C  -2.949  -6.795  0.827  -1.5163
C  -1.093  -5.529  1.932  -1.2973
O  -3.512  -3.692  -1.709  0.2229
C  -3.242  -4.150  -3.028  2.0407
C  -4.268  -3.464  -3.931  -2.0687
C  -3.420  -5.672  -3.078  -1.6102
C  -1.828  -3.784  -3.485  -1.0940
H  -6.872  -3.777  0.443  0.4869
H  -5.826  -5.176  0.776  0.3885
H  -5.572  -4.217  -0.692  0.0780
H  -6.194  -3.069  2.800  0.3856
H  -4.508  -2.601  3.122  0.2406
H  -4.935  -4.314  2.973  0.3656
H  -6.020  -1.452  0.753  0.7338
H  -4.768  -1.781  -0.473  0.2048
H  -4.291  -1.183  1.119  -0.0809
H  -1.041  -7.621  -0.840  0.3954
H  -0.393  -7.900  0.789  0.3974
H  0.314  -6.647  -0.248  0.2306
H  -3.358  -7.145  -0.124  0.3187
H  -3.648  -6.089  1.268  -0.0193
H  -2.825  -7.651  1.495  0.5064
H  -0.292  -4.816  1.745  0.1205
H  -0.724  -6.318  2.591  0.5587
H  -1.906  -4.996  2.426  0.0657
H  -5.279  -3.703  -3.595  0.3847
H  -4.149  -3.787  -4.967  0.4286
H  -4.130  -2.384  -3.875  0.3230
H  -4.422  -5.943  -2.735  0.3686
H  -2.689  -6.128  -2.413  0.0405
H  -3.272  -6.050  -4.092  0.4633
H  -1.671  -2.711  -3.381  -0.1622
H  -1.676  -4.079  -4.526  0.6440
H  -1.092  -4.288  -2.856  0.0629

Cartesian forces (eV/Å) of the 3 atoms listed first:
Sr 0.598 -0.371 1.476
C -0.182 -0.013 -0.072
C 0.249 -0.010 0.097